C27H76O11 | the ωB97M-V functional and the def2-TZVPD basis

```
114
Properties=species:S:1:pos:R:3:forces:R:3
H -3.81053 1.49439 -2.80539 -0.02 -0.17 -0.55
H -0.15837 -3.75534 -0.54338 -0.26 -0.02 0.11
H -1.88193 -1.03304 4.84199 -0.05 -0.18 -0.33
C 2.13227 2.50638 1.38266 0.61 0.86 -0.15
C 0.57435 -0.54406 -0.09176 0.53 0.51 -0.30
H 0.57883 -5.63437 -1.86978 0.05 0.09 -0.28
C -2.13967 5.26295 0.69025 0.89 -0.34 -0.39
H 1.15961 2.97726 1.52517 -0.06 -0.23 -0.35
C 4.21711 1.89279 2.78390 -0.40 0.68 0.54
O 4.73981 -2.87079 -2.21938 -1.06 -0.75 -0.34
H 4.82123 2.91567 -3.17515 0.49 -0.06 -0.56
H -0.72930 -6.96291 0.48747 0.40 -0.39 0.16
H -0.48540 -0.24292 4.04019 -0.19 -0.07 -0.15
H 2.40839 -5.90635 -0.49091 0.16 -0.11 -0.14
C -2.83147 -2.93775 -2.99016 0.01 -0.82 -0.33
C -1.98891 3.78939 1.17700 -0.15 0.71 -0.14
H 1.96948 -2.36947 3.15100 -0.61 0.10 0.47
H -3.74903 3.03893 -3.75890 -0.33 -0.15 -0.07
H 0.26958 -4.60905 0.96270 -0.11 0.07 0.14
O -3.29705 -1.65932 -3.34209 -0.02 1.11 0.66
H 4.22211 -1.75365 0.17181 -0.05 -0.53 0.08
H 2.80879 3.23312 0.93291 -0.16 0.24 -0.12
C -2.96522 -3.10065 -1.47955 -0.40 0.15 0.18
H -1.31346 3.27199 -3.31879 -0.29 0.19 0.24
C -1.46168 -0.08747 4.49934 0.03 0.05 0.39
H 3.44691 -0.50096 3.63058 -1.42 2.11 -0.14
H -1.29474 0.49229 5.40715 0.00 0.32 -0.07
H -1.50844 -0.30814 0.31192 -0.16 -0.37 -0.07
C -1.84843 2.37578 -3.00460 -0.31 -0.83 -0.40
H 2.14307 3.24423 -3.45979 -0.32 -0.04 0.10
O -0.46384 0.74749 1.68297 1.24 -0.05 -0.24
H -5.62081 0.90762 -1.02425 -0.10 -0.15 -0.30
H -1.27797 0.81330 2.18739 -0.51 0.35 0.38
C 0.52956 -4.46657 -0.08620 -0.93 0.11 0.05
H 1.55814 -0.67112 0.36003 0.04 0.30 0.61
C 4.21927 -1.12434 -0.71817 -0.30 -0.10 0.95
H -0.91335 6.82289 -0.30920 -0.13 0.11 0.54
H 5.39439 -0.96118 -2.51213 -0.30 0.31 -0.05
H 2.08729 1.66204 0.69479 -0.14 -0.04 0.17
H -2.81126 3.57487 1.85951 -0.12 -0.21 -0.14
H -1.63382 1.61330 -3.75336 0.14 -0.04 -0.21
H -6.69397 3.66631 1.27268 -0.16 -0.42 -0.08
O -2.31902 0.58898 3.56696 0.38 -0.46 0.78
H -1.07033 3.56850 1.72064 0.16 0.36 0.03
H 0.00687 5.50395 0.51909 0.15 0.27 0.05
H 6.52965 -2.87038 -0.48153 -0.06 -0.56 -0.50
H -3.02160 -1.31339 -4.19418 0.26 -0.51 -0.12
H 4.49262 1.77633 3.83205 0.07 -0.06 0.16
C -5.84779 1.61798 0.75412 -0.13 1.27 0.61
H 0.60835 -1.34223 -0.83330 -0.97 -0.35 0.21
H -6.82043 1.15989 0.93362 -0.30 0.24 0.03
H 3.80897 -4.12755 3.17154 -0.25 -0.09 0.06
H 1.58718 3.37927 -1.74357 -0.06 0.29 -0.12
C 6.60353 -1.98089 -1.10719 -0.23 0.25 1.09
H -4.36148 2.69450 -1.20889 -0.60 -0.22 0.12
H -4.63770 -3.73935 -3.79421 -0.21 -0.33 0.52
C 0.49709 -5.81797 -0.79846 1.35 0.80 -0.44
C 2.94497 -2.20877 2.69199 2.40 0.09 0.21
H -1.63601 -6.16528 -0.64090 0.04 0.21 -0.70
H -3.36159 -4.93381 -3.30363 -0.23 -0.38 -0.74
C -4.78471 0.67626 1.26174 0.74 0.99 0.05
H 4.42953 -0.14649 -0.28495 0.34 0.27 -0.57
H -2.80266 -4.13054 -1.16175 0.09 -0.06 -0.17
H -1.43766 1.98913 -2.07194 0.02 0.18 0.15
H -2.00832 3.11463 0.32119 -0.17 -0.05 -0.04
C 2.43443 3.43552 -2.42703 1.04 -0.48 0.07
H -3.23958 4.70294 -0.81607 -0.07 -0.47 -0.45
H 3.12142 -4.02215 1.54480 -0.16 0.12 0.11
H 0.63861 0.36045 -0.69660 0.00 0.22 0.09
H 2.41547 2.86998 3.47601 0.07 0.16 0.05
O 1.67179 -6.51000 -0.36992 -0.11 -0.53 0.08
H 4.68429 -3.31454 1.93436 -0.13 0.46 -0.11
C -0.89104 5.76685 -0.04015 0.03 -0.55 -0.47
H 2.91577 1.44322 -1.82958 0.02 -0.27 -0.17
H -3.05947 0.90202 4.09168 -0.25 0.22 -0.29
H -4.75268 -0.27986 0.73934 -0.56 -0.28 0.38
H 2.71951 -1.56529 1.84158 -0.31 0.60 -0.35
C -3.57661 -3.98860 -3.80208 -0.53 0.62 0.57
O 2.18899 0.87631 3.09398 -0.06 -1.69 1.08
C -0.59002 -0.41574 0.88901 0.19 -0.33 -0.81
H -5.46631 3.05774 2.39203 -0.30 -0.19 0.22
O -3.26571 5.40431 -0.16110 -0.02 0.59 1.16
C 5.22630 -1.66794 -1.69951 1.29 0.60 -0.01
H 4.01134 2.57027 -1.13048 0.02 0.39 0.24
H -0.65157 -1.29450 1.53095 -0.17 -0.29 0.03
C 3.46862 2.35609 -2.05118 -1.50 -0.24 0.73
C -0.68399 -6.69094 -0.56708 -0.96 -0.11 1.28
H -3.94964 -2.81424 -1.10942 -0.20 0.00 -0.22
H -1.77991 -3.13643 -3.19720 0.45 0.64 -0.24
H 6.95179 -1.28888 -0.34043 0.12 0.76 -0.47
H 3.19166 -1.11314 -1.08148 0.17 -0.03 -0.37
O -3.68339 3.16146 -1.70259 0.58 1.14 0.11
H 1.27529 0.80035 2.80941 -0.77 0.03 -0.30
C -5.77768 3.08075 1.34770 0.34 -0.88 0.18
H 4.79347 2.74684 2.42819 0.03 -0.23 -0.28
O 4.36449 2.07725 -3.07500 0.54 0.17 -0.41
H -3.84033 1.13360 0.96663 0.35 0.17 0.35
H 4.46845 0.95566 2.28718 0.15 0.18 -0.49
H -4.84336 0.63329 2.34932 0.11 -0.56 -0.09
H -2.25731 -2.47563 -0.93520 0.16 0.10 -0.15
H 5.24163 -3.09980 -3.00509 0.03 -0.06 -0.05
O -5.65088 1.78362 -0.63267 -0.41 -0.16 -0.79
O 3.74173 -1.41328 3.58211 -0.08 -2.68 -0.89
H -0.70440 -7.60244 -1.16445 0.14 0.21 -0.05
C 3.67337 -3.47499 2.30905 0.11 -0.32 0.51
H -0.82280 5.28578 -1.01586 0.05 -0.41 -0.07
H -2.23509 5.90943 1.56265 -0.60 0.01 0.04
H 7.34327 -2.09154 -1.90006 0.05 -0.12 0.23
H 1.50057 -3.97244 -0.11865 0.27 -0.26 -0.26
H -3.35857 -3.91268 -4.86735 0.63 -0.45 0.09
H 2.91699 4.41271 -2.40891 -0.25 0.19 0.15
H -5.00626 3.69824 0.88759 0.11 -0.30 -0.46
C -3.37717 2.49067 -2.89331 1.13 0.07 0.37
C 2.70351 2.13342 2.72595 0.95 -0.20 -0.39
```
Positions in Å, forces in eV/Å.

Its spin multiplicity is 2. The energy above the lowest of the compared OMol25 structures with the same formula, charge and spin comes out at 32.1 kcal per mole. The total charge is +1. For the LUMO energy (spin up / spin down), the calculation gives -2.47 / -9.13 eV. As for the HOMO energy (spin up / spin down): -11.146 / -11.146 eV. Its orbital gap (spin up / spin down) is 0.31900 / 0.07399 Ha. Its energy is -51742.3875 eV.